No. 1
Below is C51H66As5CdN4O4STe as an isolated structure at a distorted geometry, with properties calculated with the ωB97M-V functional and the def2-TZVPD basis.

Summary:
**Net charge**: +1
**HOMO energy**: -8.779 eV
**E_tot**: -394984.6368 eV
**F_max**: 1.0 eV Å⁻¹
**Relative energy (zero: lowest compared OMol25 entry of this formula, charge and spin)**: 25.97 kcal/mol
**Frontier orbital gap**: 5.69 eV

Element x y z (Å)
Cd: 0.89600 -0.54329 -0.48323
C: 3.42415 0.58604 2.32321
As: 2.42844 1.32358 0.80350
C: 1.75605 2.89682 1.76813
C: 4.00641 2.10946 -0.11854
C: 3.90512 2.77075 -1.50315
C: 5.34708 3.11892 -1.91274
C: 3.36711 1.83647 -2.59722
As: 1.45386 1.30133 -2.68499
C: 0.61200 2.83968 -3.59876
C: 1.69644 0.28663 -4.34516
C: 3.02233 4.03692 -1.45757
As: 3.88013 5.77891 -0.96752
C: 3.08934 6.07748 0.81143
C: 2.56248 6.85536 -1.95809
H: 4.15193 1.30286 2.70291
H: 3.94175 -0.32913 2.04190
H: 2.70695 0.35160 3.10980
H: 2.58848 3.53625 2.05448
H: 1.24283 2.54829 2.66197
H: 1.05235 3.46379 1.16044
H: 4.72609 1.28461 -0.16420
H: 4.41595 2.84624 0.57949
H: 5.91376 2.21337 -2.13739
H: 5.86351 3.64926 -1.11265
H: 5.34785 3.76106 -2.79501
H: 3.90484 0.88386 -2.54612
H: 3.59412 2.27919 -3.57145
H: 1.25132 3.22421 -4.39334
H: 0.36201 3.64259 -2.90737
H: -0.31353 2.46758 -4.04086
H: 2.10510 0.94251 -5.11390
H: 0.74426 -0.11322 -4.69420
H: 2.38103 -0.54551 -4.18572
H: 2.14892 3.84870 -0.82379
H: 2.65089 4.22681 -2.46710
H: 3.60417 5.48462 1.56657
H: 2.02450 5.84310 0.82876
H: 3.22142 7.12883 1.06592
H: 2.72468 6.74610 -3.03002
H: 2.67932 7.90842 -1.70528
H: 1.54337 6.54581 -1.72106
O: -0.82356 -6.39236 -5.09436
N: -1.37133 -5.49250 -4.47813
O: -2.58613 -5.42493 -4.33303
C: -0.54368 -4.48853 -3.86835
C: 0.81410 -4.73677 -3.80020
C: 1.70266 -3.86652 -3.18834
C: 3.14006 -4.01582 -3.29318
C: 3.94710 -3.10295 -2.74784
C: 3.41545 -2.08569 -1.83317
N: 2.00876 -1.87655 -1.83982
C: 1.22534 -2.71922 -2.51361
C: -0.17934 -2.38514 -2.68841
N: -0.56498 -1.16409 -2.24744
C: -1.75863 -0.71181 -2.55542
C: -2.67526 -1.45213 -3.30328
C: -2.33603 -2.71592 -3.70651
C: -1.05564 -3.23919 -3.40536
H: 1.18573 -5.64317 -4.25864
H: 3.54005 -4.81910 -3.89943
H: 5.02119 -3.13400 -2.87719
H: 3.93331 -1.13022 -1.90934
H: -1.99696 0.28914 -2.21230
H: -3.63595 -1.02630 -3.55680
H: -3.02796 -3.30874 -4.28001
C: 0.41235 -0.16084 5.45725
As: -0.16672 0.09626 3.58113
C: -1.49337 1.49316 4.02849
C: -1.31192 -1.49070 3.51129
C: -2.42433 -1.62393 4.33331
C: -3.20889 -2.76704 4.29320
C: -2.89645 -3.78463 3.40761
C: -1.77984 -3.67034 2.59770
C: -0.98095 -2.53217 2.64024
As: 0.64639 -2.40803 1.56439
C: 0.66622 -4.18956 0.77048
C: 1.82875 -2.80033 3.08983
H: -0.44701 -0.34422 6.10172
H: 0.92309 0.73959 5.80095
H: 1.09579 -1.00365 5.55197
H: -2.49446 1.16703 3.75722
H: -1.26239 2.40649 3.47843
H: -1.46491 1.72594 5.09209
H: -2.66497 -0.83541 5.03867
H: -4.05920 -2.87472 4.95491
H: -3.51416 -4.67222 3.36045
H: -1.54439 -4.48235 1.92229
H: 0.56386 -4.95895 1.53494
H: 1.63237 -4.31541 0.28659
H: -0.11337 -4.31015 0.01618
H: 1.44030 -3.67975 3.60182
H: 1.86424 -1.96608 3.78805
H: 2.83414 -3.00659 2.72869
Te: 4.19252 -2.69509 0.25991
C: 4.64206 -4.69991 -0.16830
C: 3.81859 -5.72350 -0.53743
C: 4.50885 -6.94999 -0.72055
C: 5.84292 -6.83824 -0.48396
S: 6.27653 -5.23931 -0.04821
H: 2.75367 -5.62565 -0.69034
H: 4.02656 -7.87312 -1.00730
H: 6.59492 -7.60961 -0.52582
C: -6.39178 1.12044 3.06125
O: -5.42520 1.86885 2.34002
C: -5.78193 3.09527 1.91219
C: -6.89201 3.77430 2.40786
C: -7.20987 5.04881 1.97526
C: -6.42186 5.67044 1.02053
C: -5.30483 5.01620 0.54281
C: -4.96808 3.72889 0.96035
N: -3.72035 3.24963 0.47560
C: -3.11766 2.07171 0.32661
C: -3.55764 0.75793 0.26340
C: -4.91177 0.34929 0.08860
C: -5.22035 -0.95384 -0.13198
C: -4.18396 -1.92009 -0.18906
C: -2.87463 -1.57488 -0.04872
C: -2.48174 -0.22938 0.22087
O: -1.26880 0.12432 0.38785
H: -7.37215 1.16672 2.58212
H: -6.48001 1.46556 4.09484
H: -6.03191 0.09844 3.04470
H: -7.49211 3.31479 3.18021
H: -8.06410 5.55946 2.39754
H: -6.66548 6.65872 0.65798
H: -4.66269 5.51237 -0.17656
H: -3.13098 4.02529 0.21416
H: -2.04274 2.16140 0.18618
H: -5.68353 1.10731 0.07675
H: -6.24410 -1.26325 -0.29212
H: -4.44391 -2.95737 -0.36350
H: -2.09364 -2.31866 -0.13556

***

No. 2
Below is C51H67O4SiTi as an isolated structure at a distorted geometry, with properties calculated with the ωB97M-V functional and the def2-TZVPD basis.

Summary:
**Net charge**: -1
**HOMO energy (spin up / spin down)**: -1.561 / -4.779 eV
**E_tot**: -93161.3311 eV
**F_max**: 1.2 eV Å⁻¹
**Relative energy (zero: lowest compared OMol25 entry of this formula, charge and spin)**: 19.74 kcal/mol
**Spin multiplicity**: 3
**Frontier orbital gap (spin up / spin down)**: 3.87 / 7.09 eV

Element x y z (Å)
Ti: 1.14192 1.51611 -0.48815
C: 2.53545 0.89815 2.32009
O: 1.30845 1.08046 1.57016
C: 0.20259 0.89242 2.40427
C: -0.21626 -0.38672 2.72798
C: -0.04392 -1.64844 1.88489
C: 1.04537 -1.93049 0.87655
C: 1.91934 -2.99241 1.05025
C: 2.75544 -3.45167 0.03346
C: 2.62649 -2.83183 -1.21059
C: 1.77370 -1.75945 -1.43470
C: 1.72502 -1.13347 -2.82488
C: 0.39089 -0.55429 -3.26749
C: -0.64903 -1.33550 -3.74284
C: -1.90162 -0.79195 -4.04384
C: -2.10551 0.56284 -3.82612
C: -1.08569 1.38910 -3.33984
C: -1.35143 2.82057 -2.88761
C: -1.75704 2.92403 -1.41918
C: -3.08840 2.71185 -1.09940
C: -3.57265 2.73732 0.20825
C: -2.64770 2.99460 1.20490
C: -1.29712 3.21056 0.94209
C: -0.35955 3.34062 2.14418
C: -0.42259 2.02354 2.89707
C: -1.31394 1.86593 3.96060
C: -1.63057 0.61102 4.46249
C: -1.11069 -0.49072 3.79933
C: -2.55793 0.40835 5.66500
C: -3.07403 1.73488 6.21967
C: -1.78912 -0.31631 6.77651
C: -3.76633 -0.44101 5.24997
C: -0.81537 3.19082 -0.38294
O: 0.47095 3.37582 -0.63815
C: -5.04627 2.45012 0.49672
C: -5.38834 1.03674 0.00519
C: -5.36370 2.52606 1.99013
C: -5.93399 3.46479 -0.23355
C: 0.14366 0.80641 -3.14406
O: 1.15935 1.59502 -2.64930
C: 1.98771 2.24781 -3.60611
C: -3.00810 -1.71793 -4.55899
C: -3.30507 -2.78358 -3.49508
C: -2.54995 -2.40706 -5.84997
C: -4.30238 -0.96351 -4.85760
C: 1.01137 -1.25275 -0.36124
O: 0.21865 -0.20888 -0.52158
C: 3.72317 -4.60516 0.29791
C: 4.70671 -4.19886 1.40417
C: 4.53148 -4.97256 -0.94554
C: 2.95533 -5.85382 0.75161
H: 2.53039 1.58395 3.16802
H: 2.57732 -0.13615 2.66037
H: 3.33896 1.11738 1.62436
H: -0.10394 -2.49582 2.57209
H: -0.97483 -1.66331 1.30461
H: 1.92423 -3.49073 2.01742
H: 3.21923 -3.17748 -2.05111
H: 2.47977 -0.34509 -2.86566
H: 2.02688 -1.90398 -3.53845
H: -0.48331 -2.40490 -3.83448
H: -3.07981 1.00820 -3.99133
H: -0.47700 3.44484 -3.05920
H: -2.17484 3.21539 -3.48683
H: -3.77308 2.49606 -1.91689
H: -2.96020 2.99577 2.24273
H: 0.64418 3.60141 1.81835
H: -0.72434 4.13464 2.79951
H: -1.78560 2.75843 4.35462
H: -1.43102 -1.49032 4.07764
H: -2.25585 2.38927 6.52780
H: -3.68113 2.27259 5.48697
H: -3.69976 1.54282 7.09495
H: -0.95325 0.29210 7.12954
H: -2.45010 -0.51981 7.62422
H: -1.38278 -1.26581 6.42407
H: -4.30678 0.02845 4.42463
H: -3.46743 -1.43909 4.92569
H: -4.45502 -0.55492 6.09211
H: -4.77318 0.29247 0.51648
H: -6.44200 0.80622 0.19347
H: -5.20425 0.93507 -1.06641
H: -4.78400 1.79853 2.56447
H: -5.15629 3.51940 2.39616
H: -6.42366 2.31119 2.14952
H: -5.78852 3.41751 -1.31447
H: -6.99063 3.26803 -0.02570
H: -5.70158 4.48254 0.08902
H: 2.23101 1.54979 -4.40920
H: 1.46698 3.11647 -4.01200
H: 2.88333 2.54637 -3.06992
H: -2.42631 -3.39579 -3.28520
H: -3.61342 -2.31710 -2.55671
H: -4.10737 -3.44658 -3.83370
H: -1.64219 -2.99232 -5.69384
H: -3.33075 -3.08210 -6.21323
H: -2.34123 -1.66993 -6.62928
H: -4.72288 -0.50536 -3.95910
H: -4.14988 -0.17716 -5.60039
H: -5.04384 -1.66242 -5.25337
H: 5.27845 -3.31699 1.10582
H: 4.18042 -3.95423 2.32919
H: 5.40862 -5.01221 1.61671
H: 5.12404 -4.12840 -1.30563
H: 5.21928 -5.78802 -0.70551
H: 3.88677 -5.30639 -1.76224
H: 2.39944 -5.66804 1.67269
H: 2.23935 -6.16391 -0.01332
H: 3.64560 -6.68366 0.93624
C: 7.03418 2.83365 -1.79431
Si: 6.21278 1.36756 -0.97654
C: 7.00277 1.13744 0.69780
C: 6.61122 -0.14023 -2.00300
C: 4.45883 1.58487 -0.81595
C: 3.22896 1.73733 -0.70312
H: 8.11824 2.69511 -1.86701
H: 6.83680 3.74822 -1.22888
H: 6.63647 2.97374 -2.80356
H: 8.08961 1.03308 0.61928
H: 6.60422 0.24093 1.18139
H: 6.78202 1.99226 1.34296
H: 7.69376 -0.27791 -2.09796
H: 6.18577 -0.04318 -3.00607
H: 6.18333 -1.03725 -1.54600